*i*
{
  "formula": "C3H7N3OS",
  "method": "the ωB97M-V functional and the def2-TZVPD basis",
  "species": ["C", "C", "C", "H", "H", "H", "H", "H", "H", "H", "N", "N", "N", "O", "S"],
  "coordinates": [[-0.9204, -0.3639, -0.0649], [0.1603, -1.0994, 0.0751], [1.4276, -0.5566, 0.0204], [-2.8816, -0.6996, -0.6035], [-2.1251, -1.9780, 0.0544], [-0.4337, 1.9738, -0.0754], [-2.3606, 1.3016, 0.0223], [0.0564, -2.2632, -0.1810], [0.6582, 1.2749, 0.7385], [3.0695, 1.0559, -0.0252], [-2.2211, -0.9884, 0.0873], [-1.1090, 1.1266, -0.0207], [1.3917, 0.8217, 0.0455], [2.4266, 1.6589, -0.0628], [2.8611, -1.2644, -0.0101]],
  "smiles": "NC(N)=CC(=S)NO",
  "gap_ev": 8.74,
  "e_lumo_ev": 0.37
}


*ii*
{
  "formula": "C3H7N3OS",
  "method": "the ωB97M-V functional and the def2-TZVPD basis",
  "species": ["C", "C", "C", "H", "H", "H", "H", "H", "H", "H", "N", "N", "N", "O", "S"],
  "coordinates": [[-0.7629, 0.3881, 0.4107], [-1.6351, -0.8588, 0.4418], [0.5488, -0.3257, 0.1114], [-0.4672, 2.0808, -0.7090], [-1.1498, 0.8300, -1.4929], [-0.7320, 0.9237, 1.3623], [-2.6355, -0.6454, 0.0616], [-1.6839, -1.2874, 1.4640], [1.7779, 1.0721, 0.9050], [3.4506, -0.0878, -1.3194], [-1.1633, 1.3262, -0.6254], [0.4003, -1.4973, -0.3843], [1.7604, 0.3270, 0.2162], [-0.9644, -1.7901, -0.4167], [3.2560, -0.4553, -0.0254]],
  "smiles": "N[C@H]1CON=C1NS",
  "gap_ev": 9.22,
  "e_lumo_ev": 0.53
}


What should be chosen as the least stable of them? Choose *i*.


*i*
{
  "formula": "C7H10O2",
  "method": "the ωB97M-V functional and the def2-TZVPD basis",
  "species": ["O", "C", "C", "C", "C", "C", "C", "C", "H", "H", "H", "H", "H", "H", "H", "H", "O", "H", "H"],
  "coordinates": [[1.2264, 3.4310, -1.8229], [-0.5523, 2.3978, -0.5251], [1.1836, 1.0491, -1.6258], [-1.1639, 1.2776, -0.0155], [0.6552, -0.1041, -1.0238], [0.5980, 2.3067, -1.3435], [-0.5479, -0.0007, -0.2686], [-1.0607, -1.2640, 0.3434], [0.6908, 4.2612, -1.8339], [-0.9997, 3.3938, -0.4097], [2.0773, 0.9080, -2.2479], [-2.0911, 1.3194, 0.5712], [1.1345, -1.0711, -1.2253], [-0.2237, -1.6654, 0.9391], [-1.3324, -2.0058, -0.4263], [-1.9271, -1.1150, 1.0097], [1.0209, -4.2557, 3.5984], [1.2399, -4.3533, 2.6441], [0.0724, -4.5097, 3.6625]],
  "smiles": "Cc1ccc(O)cc1.O",
  "gap_ev": 8.91,
  "e_lumo_ev": 0.71
}


*ii*
{
  "formula": "C7H10O2",
  "method": "the ωB97M-V functional and the def2-TZVPD basis",
  "species": ["C", "C", "C", "C", "C", "C", "C", "O", "O", "H", "H", "H", "H", "H", "H", "H", "H", "H", "H"],
  "coordinates": [[-0.8913, -1.7478, -0.3991], [0.3431, -1.2187, 0.0228], [0.3099, 0.0559, 0.4820], [-1.6112, 0.3497, -0.0212], [1.5388, -2.0673, 0.0258], [-2.5036, 1.5075, 0.3147], [1.8020, 1.6194, -0.3270], [-1.9532, -0.8294, -0.3300], [1.0604, 1.1306, 0.8034], [-1.3597, -2.7141, -0.4304], [1.2820, -2.8380, 0.7918], [1.7730, -2.5705, -0.8845], [2.3275, -1.4297, 0.4514], [-2.5194, 1.6269, 1.3631], [-1.9668, 2.4431, -0.0888], [-3.4134, 1.3954, -0.2412], [1.7213, 2.7207, -0.0672], [1.1572, 1.2872, -1.1646], [2.9032, 1.2790, -0.3009]],
  "gap_ev": 7.69,
  "e_lumo_ev": 0.91
}


What should be chosen as the least stable of them? Choose *ii*.


*i*
{
  "formula": "C7H10O2",
  "method": "the ωB97M-V functional and the def2-TZVPD basis",
  "species": ["C", "C", "C", "C", "C", "C", "C", "O", "O", "H", "H", "H", "H", "H", "H", "H", "H", "H", "H"],
  "coordinates": [[1.1377, -0.6829, 0.1771], [-1.5443, -1.5273, 0.3158], [-1.0892, 0.4283, 1.3332], [-0.3475, -0.6090, 0.5934], [-1.6300, -0.0379, -0.0164], [-1.9083, 0.6711, -1.2831], [3.0363, 0.7410, -0.1116], [1.6026, -1.4708, -0.5501], [1.7715, 0.4254, 0.5234], [-1.3331, -2.3264, -0.3251], [-2.1341, -1.8186, 1.2182], [-1.5852, 0.0818, 2.2862], [-0.4986, 1.3455, 1.6009], [-1.6737, 1.7475, -1.3221], [-2.8157, 0.2934, -1.6763], [-1.1504, 0.2918, -1.9299], [2.9254, 0.9571, -1.1721], [3.7504, -0.0254, -0.1006], [3.4863, 1.5155, 0.4391]],
  "smiles": "COC(=O)[C@]12C[C@]1(C)C2",
  "gap_ev": 9.87,
  "e_lumo_ev": 0.87
}


*ii*
{
  "formula": "C7H10O2",
  "method": "the ωB97M-V functional and the def2-TZVPD basis",
  "species": ["C", "C", "C", "C", "C", "C", "C", "H", "H", "H", "H", "H", "H", "H", "H", "H", "H", "O", "O"],
  "coordinates": [[2.4178, 0.5399, 0.2504], [1.0492, -0.0882, 0.6666], [-0.6074, 0.8244, -0.1801], [-1.8366, 0.6071, -0.9911], [-0.9644, -0.5754, -0.5808], [-1.5639, -1.1911, 0.6550], [0.5084, -0.7656, -0.6157], [2.7379, 1.2558, 1.0953], [2.4331, 1.2182, -0.5240], [3.1194, -0.3179, 0.1303], [1.2644, -0.4635, 1.7141], [0.0519, 1.3537, -0.8309], [-1.6271, 0.8102, -2.1778], [-2.9787, 0.7809, -0.7987], [-1.8360, -0.2604, 1.2870], [-2.5489, -1.6773, 0.2970], [-0.7818, -1.8417, 1.1851], [-0.0602, 0.8990, 1.0139], [1.2227, -1.1083, -1.5955]],
  "gap_ev": 9.75,
  "e_lumo_ev": 0.82
}


What should be chosen as the least stable of them? Choose *ii*.


*i*
{
  "formula": "CH4N3S2",
  "method": "the ωB97M-V functional and the def2-TZVPD basis",
  "species": ["C", "N", "N", "N", "S", "S", "H", "H", "H", "H"],
  "coordinates": [[-0.1386, 0.0097, -0.0914], [1.0948, -0.0350, 0.2793], [-0.9518, -1.2469, -0.1515], [-0.7230, 1.2053, -0.1003], [2.5255, -1.0874, 0.0201], [2.4556, 0.9374, -0.0815], [-0.4291, -2.1409, -0.1543], [-1.7904, -1.1219, 0.3663], [-0.3763, 2.1896, 0.0675], [-1.6667, 1.2901, -0.1542]],
  "smiles": "NC(=[NH2+])n1ss1",
  "charge": 1,
  "gap_ev": 8.43,
  "e_lumo_ev": -5.18
}


*ii*
{
  "formula": "CH4N3S2",
  "method": "the ωB97M-V functional and the def2-TZVPD basis",
  "species": ["C", "N", "N", "N", "S", "S", "H", "H", "H", "H"],
  "coordinates": [[0.0296, 0.2020, -0.1258], [-0.7958, -0.6683, 0.4974], [0.2809, -0.0181, -1.4243], [0.5285, 1.1626, 0.5456], [-0.9401, -2.3745, 0.4089], [-0.8571, -1.2236, 2.1285], [-0.2622, -0.8491, -1.7972], [0.7194, 0.7826, -1.8305], [0.2341, 1.1267, 1.5018], [1.0626, 1.8597, 0.0955]],
  "smiles": "NC(=[NH2+])n1ss1",
  "charge": 1,
  "gap_ev": 8.30,
  "e_lumo_ev": -5.28
}


What should be chosen as the least stable of them? Choose *i*.


*i*
{
  "formula": "H24O12",
  "method": "the ωB97M-V functional and the def2-TZVPD basis",
  "species": ["O", "H", "H", "O", "H", "H", "O", "H", "H", "O", "H", "H", "O", "H", "H", "O", "H", "H", "O", "H", "H", "O", "H", "H", "O", "H", "H", "O", "H", "H", "O", "H", "H", "O", "H", "H"],
  "coordinates": [[1.2094, 10.8604, 5.1225], [1.3407, 11.7960, 5.2765], [0.7418, 10.8178, 4.2884], [0.9581, 7.7560, -1.0922], [1.7106, 7.7825, -0.5012], [0.9046, 8.6412, -1.4524], [3.7623, 9.6180, 3.8149], [3.9933, 9.2223, 4.6553], [2.8832, 9.9718, 3.9497], [1.3275, 13.1601, 3.0203], [1.0694, 12.6870, 2.2293], [0.9845, 14.0447, 2.8936], [3.2146, 7.9570, 0.6222], [2.8199, 7.4541, 1.3346], [3.8108, 8.5651, 1.0592], [-2.2012, 11.1753, 2.1739], [-1.3299, 10.7792, 2.1826], [-2.0839, 12.0227, 2.6032], [0.6232, 10.1969, -1.9778], [0.2917, 10.9079, -1.4293], [0.0268, 10.1730, -2.7261], [-1.1255, 6.9166, 0.3189], [-0.4216, 7.3854, -0.1294], [-1.3965, 6.2400, -0.3016], [0.9346, 10.0918, 1.9166], [1.4351, 10.4976, 1.2087], [0.9830, 9.1528, 1.7371], [1.8146, 6.5093, 2.4215], [1.9146, 5.6652, 1.9814], [2.2563, 6.3950, 3.2630], [-0.7974, 6.8780, 3.0143], [-1.1545, 7.1872, 2.1818], [0.1480, 6.8389, 2.8702], [1.2333, 11.9926, 0.0974], [0.7929, 12.8399, 0.0319], [2.1305, 12.1658, -0.1877]],
  "spin_multiplicity": 2,
  "charge": -1,
  "gap_ev": [2.23, 9.77],
  "e_lumo_ev": [2.18, 2.11]
}


*ii*
{
  "formula": "H24O12",
  "method": "the ωB97M-V functional and the def2-TZVPD basis",
  "species": ["O", "H", "H", "O", "H", "H", "O", "H", "H", "O", "H", "H", "O", "H", "H", "O", "H", "H", "O", "H", "H", "O", "H", "H", "O", "H", "H", "O", "H", "H", "O", "H", "H", "O", "H", "H"],
  "coordinates": [[0.2931, 0.5174, 0.4615], [-0.3950, 0.6778, -0.1842], [0.5473, -0.3945, 0.3197], [2.2884, 1.7545, 2.0568], [1.6399, 1.3369, 1.4900], [2.2352, 1.2696, 2.8803], [3.9167, 0.2059, -0.0714], [3.6948, -0.6423, 0.3128], [3.0971, 0.5169, -0.4559], [-2.7021, -1.0866, -1.1205], [-3.0654, -1.2208, -1.9958], [-1.7870, -0.8514, -1.2740], [-0.2065, -0.6447, -2.2079], [-0.1428, -1.4256, -2.7578], [-0.0970, 0.0865, -2.8158], [-0.7786, 0.3269, 2.9603], [-0.4810, -0.5537, 3.1886], [-0.4556, 0.4661, 2.0700], [-1.8037, -2.2042, 1.1876], [-1.0022, -2.6770, 0.9632], [-1.6490, -1.8765, 2.0735], [-3.3029, 2.3119, -1.8873], [-2.4691, 1.8435, -1.9279], [-3.0569, 3.2328, -1.8001], [3.0631, -2.3229, -1.6070], [3.6715, -2.9762, -1.2616], [2.3768, -2.2593, -0.9428], [-0.7463, 2.2733, -1.8734], [0.1788, 2.4489, -2.0456], [-1.1088, 3.1225, -1.6212], [-3.5964, 1.4694, 1.1467], [-2.6600, 1.6648, 1.1794], [-4.0229, 2.3078, 1.3237], [2.8753, -1.8933, 1.2215], [3.5483, -2.5620, 1.3486], [2.1028, -2.2428, 1.6658]],
  "spin_multiplicity": 2,
  "charge": -1,
  "gap_ev": [2.54, 8.95],
  "e_lumo_ev": [2.10, 1.97]
}


What should be chosen as the least stable of them? Choose *ii*.


*i*
{
  "formula": "H24O12",
  "method": "the ωB97M-V functional and the def2-TZVPD basis",
  "species": ["O", "H", "H", "O", "H", "H", "O", "H", "H", "O", "H", "H", "O", "H", "H", "O", "H", "H", "O", "H", "H", "O", "H", "H", "O", "H", "H", "O", "H", "H", "O", "H", "H", "O", "H", "H"],
  "coordinates": [[0.3413, -3.4462, -0.5845], [0.5561, -4.2173, -0.0597], [0.2966, -2.7297, 0.0487], [0.1547, -0.2381, 0.1529], [-0.6737, -0.6943, 0.0051], [-0.0225, 0.6685, -0.0977], [-2.2581, -3.3993, 1.1511], [-3.0523, -3.9305, 1.0930], [-2.2057, -2.9528, 0.3060], [-0.0802, -0.0627, 3.3227], [0.0915, 0.7927, 2.9290], [-0.9242, -0.3295, 2.9584], [-0.2531, 4.2925, -0.4211], [-0.3817, 4.7191, -1.2682], [-0.3763, 3.3604, -0.6006], [2.0619, -1.2507, 2.1237], [1.2031, -1.1845, 2.5413], [2.0576, -0.5648, 1.4561], [1.7748, -1.0717, -2.0365], [1.4474, -0.7552, -1.1945], [1.9779, -1.9945, -1.8835], [-2.3180, -1.7500, -0.9576], [-2.5383, -2.1747, -1.7867], [-2.8946, -0.9869, -0.9182], [-1.1697, 1.8381, -0.8046], [-2.0773, 2.1276, -0.7112], [-1.1075, 1.5315, -1.7093], [-0.0850, 2.3652, 2.1247], [-0.8689, 2.1683, 1.6120], [0.4256, 2.9520, 1.5669], [0.6394, 1.4257, -3.1169], [0.8533, 0.5059, -2.9610], [-0.0884, 1.4010, -3.7381], [2.8348, 0.9862, 0.4988], [3.2572, 1.3681, -0.2705], [3.4021, 1.2302, 1.2301]],
  "spin_multiplicity": 2,
  "charge": -1,
  "gap_ev": [3.34, 10.13],
  "e_lumo_ev": [2.90, 2.83]
}


*ii*
{
  "formula": "H24O12",
  "method": "the ωB97M-V functional and the def2-TZVPD basis",
  "species": ["O", "H", "H", "O", "H", "H", "O", "H", "H", "O", "H", "H", "O", "H", "H", "O", "H", "H", "O", "H", "H", "O", "H", "H", "O", "H", "H", "O", "H", "H", "O", "H", "H", "O", "H", "H"],
  "coordinates": [[1.1939, -0.3546, -3.9980], [0.3093, -0.5600, -3.6954], [1.3245, 0.5616, -3.7534], [-1.7742, -2.1455, 1.3485], [-1.1548, -1.7313, 0.7477], [-1.3626, -2.9778, 1.5814], [0.9515, -0.6720, 4.1684], [0.9530, -1.5493, 4.5512], [1.2412, -0.8036, 3.2656], [-1.7940, 2.6258, -1.9559], [-2.5299, 3.1503, -2.2715], [-2.1305, 2.1849, -1.1758], [1.6183, 1.8642, -1.8939], [1.7314, 2.7340, -1.5107], [2.2702, 1.3204, -1.4516], [0.0365, -0.5227, -0.0590], [0.3897, 0.1214, 0.5547], [-0.1625, -0.0185, -0.8479], [-2.0600, 0.7060, 2.7379], [-1.2620, 1.0667, 2.3515], [-2.6030, 0.4663, 1.9869], [0.7422, 1.6472, 1.7226], [1.0212, 2.5238, 1.4580], [1.5310, 1.2433, 2.0844], [2.5035, -1.4827, 1.5006], [3.0715, -2.2132, 1.7455], [2.9063, -0.7175, 1.9111], [-1.1992, -0.1103, -2.6634], [-1.4447, 0.8073, -2.5456], [-1.9984, -0.5345, -2.9756], [2.2144, -2.8945, -1.0463], [1.6077, -2.4609, -1.6464], [2.4029, -2.2357, -0.3780], [-2.7559, 0.6995, 0.0702], [-2.1650, -0.0511, 0.1315], [-3.6234, 0.3128, -0.0493]],
  "spin_multiplicity": 2,
  "charge": -1,
  "gap_ev": [2.56, 9.57],
  "e_lumo_ev": [2.34, 2.24]
}


What should be chosen as the least stable of them? Choose *ii*.